Record 1
The following is a quantum chemistry calculation of 8 unconnected molecules or ions with the total composition C26H72N4O8 in a non-equilibrium geometry, from OMol25.

Structure (XYZ):
```
110
Properties=species:S:1:pos:R:3
C 4.97 -3.20 -1.46
O 4.51 -2.34 -2.52
C 3.84 -1.19 -1.96
C 3.82 -0.02 -2.94
C 3.19 1.18 -2.21
N 3.10 -0.30 -4.17
H 5.39 -4.14 -1.87
H 4.11 -3.37 -0.77
H 5.80 -2.71 -0.94
H 2.84 -1.45 -1.66
H 4.38 -0.86 -1.07
H 4.85 0.21 -3.20
H 3.84 1.44 -1.38
H 2.20 0.92 -1.80
H 3.04 2.03 -2.88
H 2.11 -0.50 -3.97
H 3.42 -1.17 -4.60
C 0.26 -3.91 0.34
O 0.88 -4.20 -0.91
C -0.03 -4.32 -1.99
C 0.74 -4.62 -3.24
C 1.55 -5.89 -3.05
N 1.62 -3.53 -3.66
H 0.93 -3.16 0.86
H 0.03 -4.80 0.92
H -0.74 -3.45 0.24
H -0.74 -5.13 -1.74
H -0.64 -3.39 -2.07
H -0.01 -4.84 -4.04
H 1.86 -6.23 -4.02
H 0.88 -6.59 -2.56
H 2.42 -5.65 -2.45
H 1.17 -2.64 -3.53
H 2.41 -3.53 -3.03
C -2.79 4.31 0.10
O -1.83 4.33 -0.92
C -0.90 5.40 -0.75
C -0.03 5.49 -1.99
C 0.73 4.19 -2.20
N 0.91 6.58 -1.96
H -3.50 3.51 -0.17
H -3.37 5.26 0.19
H -2.33 4.15 1.06
H -1.42 6.36 -0.56
H -0.26 5.16 0.10
H -0.66 5.66 -2.86
H 1.22 3.81 -1.32
H 1.53 4.40 -2.89
H 0.16 3.38 -2.68
H 0.47 7.48 -1.72
H 1.70 6.41 -1.37
C -4.65 1.82 5.02
O -3.52 1.28 4.37
C -2.34 1.68 5.06
C -1.18 0.92 4.47
C -1.42 -0.56 4.67
N 0.08 1.27 5.14
H -4.66 2.90 4.90
H -4.75 1.57 6.08
H -5.51 1.50 4.49
H -2.21 2.76 4.93
H -2.40 1.47 6.13
H -1.04 1.15 3.40
H -1.74 -0.80 5.69
H -0.53 -1.08 4.35
H -2.26 -0.91 4.04
H 0.09 2.27 5.38
H 0.11 0.82 6.01
C 2.67 1.12 2.47
C 2.72 -0.30 3.00
C 4.01 -1.12 2.60
O 2.61 -0.28 4.44
H 3.46 1.69 2.91
H 1.79 1.61 2.79
H 2.72 1.25 1.38
H 1.87 -0.92 2.61
H 3.85 -2.08 3.13
H 4.91 -0.66 3.00
H 4.05 -1.30 1.51
H 1.88 0.38 4.63
C -2.61 -0.71 -2.71
C -1.43 -0.52 -3.63
C -1.45 0.89 -4.18
O -0.24 -0.83 -2.95
H -3.60 -0.58 -3.21
H -2.51 0.14 -1.99
H -2.56 -1.67 -2.20
H -1.50 -1.27 -4.43
H -2.35 1.17 -4.74
H -0.62 0.95 -4.91
H -1.30 1.56 -3.35
H -0.05 -0.32 -2.13
C -4.01 -2.27 2.05
C -4.55 -1.72 0.69
O -5.07 -0.42 0.80
H -3.70 -3.30 1.83
H -4.80 -2.33 2.83
H -3.26 -1.67 2.54
H -5.28 -2.37 0.24
H -3.75 -1.76 -0.04
H -4.57 -0.01 1.50
C -0.63 -0.34 0.70
C -1.00 1.05 0.30
O -0.30 1.39 -0.87
H -1.19 -0.50 1.59
H 0.43 -0.53 0.87
H -1.07 -1.07 0.03
H -0.67 1.67 1.12
H -2.09 1.08 0.07
H -0.52 2.32 -1.08
```

Calculated values
E = -1854.63887 hartree
LUMO = 0.302 eV
E_HOMO = -8.70 eV
total charge = 0


Record 2
The following is a quantum chemistry calculation of 7 unconnected molecules or ions with the total composition C26H72N6O7 in a non-equilibrium geometry, from OMol25.

Structure (XYZ):
```
111
Properties=species:S:1:pos:R:3
C 1.98 -4.46 -2.01
O 1.05 -5.17 -2.82
C 1.51 -6.44 -3.26
C 2.60 -6.34 -4.30
C 2.11 -5.59 -5.54
N 3.13 -7.69 -4.57
H 1.39 -4.08 -1.17
H 2.49 -3.66 -2.55
H 2.71 -5.17 -1.62
H 1.84 -7.02 -2.39
H 0.60 -6.90 -3.65
H 3.41 -5.77 -3.84
H 1.41 -4.80 -5.30
H 1.54 -6.28 -6.17
H 2.94 -5.19 -6.13
H 3.57 -7.65 -5.49
H 2.35 -8.31 -4.81
C 2.51 1.98 -3.95
O 1.22 1.80 -3.42
C 0.21 2.47 -4.14
C 0.18 3.96 -3.88
C -0.02 4.30 -2.43
N -0.87 4.58 -4.70
H 2.52 1.77 -5.03
H 3.19 1.29 -3.46
H 2.90 3.00 -3.82
H 0.28 2.24 -5.22
H -0.75 2.02 -3.86
H 1.17 4.37 -4.16
H -0.12 5.38 -2.28
H 0.88 4.03 -1.87
H -0.85 3.76 -1.96
H -0.98 5.55 -4.42
H -0.57 4.62 -5.67
C 7.68 2.08 2.30
O 6.49 2.13 1.55
C 5.39 2.53 2.34
C 4.11 2.25 1.61
C 4.05 2.91 0.24
N 3.00 2.78 2.41
H 7.59 1.37 3.13
H 7.96 3.05 2.73
H 8.48 1.76 1.63
H 5.41 2.01 3.31
H 5.44 3.61 2.55
H 3.95 1.17 1.44
H 4.16 3.99 0.34
H 3.11 2.64 -0.26
H 4.84 2.52 -0.41
H 2.16 2.70 1.85
H 2.81 2.21 3.23
C 0.41 -2.97 4.29
O 0.35 -3.47 2.97
C 0.11 -4.86 2.91
C 0.01 -5.31 1.47
C -1.06 -4.53 0.72
N -0.40 -6.71 1.50
H 1.31 -3.33 4.79
H -0.50 -3.21 4.83
H 0.51 -1.88 4.22
H 0.92 -5.41 3.42
H -0.85 -5.07 3.41
H 1.01 -5.17 1.02
H -0.81 -3.50 0.51
H -1.98 -4.61 1.31
H -1.28 -5.01 -0.24
H 0.39 -7.30 1.76
H -0.61 -7.02 0.55
C -6.64 6.71 3.40
O -5.78 5.67 3.79
C -6.42 4.43 3.79
C -5.52 3.39 4.45
C -4.14 3.33 3.78
N -6.23 2.10 4.41
H -7.58 6.69 3.97
H -6.85 6.68 2.33
H -6.19 7.68 3.65
H -7.36 4.47 4.36
H -6.68 4.08 2.78
H -5.37 3.66 5.49
H -4.25 3.01 2.74
H -3.51 2.63 4.32
H -3.66 4.31 3.78
H -5.65 1.39 4.82
H -6.37 1.83 3.44
C -1.12 3.00 1.61
O -0.43 1.81 1.84
C -0.05 1.15 0.64
C 0.57 -0.18 0.97
C 1.26 -0.84 -0.21
N -0.50 -1.06 1.49
H -1.95 2.95 0.89
H -0.45 3.78 1.22
H -1.60 3.34 2.52
H -0.94 0.94 0.04
H 0.58 1.84 0.06
H 1.32 -0.06 1.77
H 0.52 -1.07 -0.98
H 1.58 -1.83 0.13
H 2.15 -0.32 -0.56
H -0.85 -0.56 2.30
H -0.05 -1.89 1.87
C -3.15 -0.21 -1.44
C -3.87 0.03 -2.74
O -4.58 -1.16 -3.05
H -3.92 -0.50 -0.71
H -2.73 0.70 -1.01
H -2.41 -1.00 -1.47
H -3.15 0.27 -3.54
H -4.54 0.89 -2.66
H -5.13 -1.01 -3.82
```

Calculated values
E = -1888.89032 hartree
LUMO = 0.656 eV
E_HOMO = -9.11 eV
total charge = 0


Record 3
The following is a quantum chemistry calculation of 14 unconnected molecules or ions with the total composition C26H72N8O34S6 in a non-equilibrium geometry, from OMol25.

Structure (XYZ):
```
146
Properties=species:S:1:pos:R:3
C -1.14 2.58 4.93
N 0.29 2.71 4.65
O 0.88 3.72 4.97
O 0.84 1.77 4.09
H -1.26 1.75 5.62
H -1.59 2.24 4.00
H -1.51 3.49 5.38
C 1.57 -4.78 -5.31
N 0.95 -5.05 -3.95
O -0.22 -4.71 -3.81
O 1.64 -5.57 -3.09
H 0.99 -3.94 -5.68
H 1.38 -5.66 -5.92
H 2.61 -4.57 -5.10
C 4.04 -5.02 1.91
N 4.95 -5.56 0.84
O 5.19 -4.83 -0.08
O 5.39 -6.67 1.00
H 3.01 -4.92 1.59
H 4.45 -4.05 2.15
H 4.13 -5.56 2.85
C -0.48 -7.36 -0.98
N -0.38 -6.95 0.44
O 0.29 -5.94 0.62
O -0.86 -7.62 1.31
H -1.07 -8.27 -1.01
H 0.50 -7.46 -1.42
H -1.00 -6.52 -1.44
C 4.01 -0.75 -4.57
N 3.30 -1.87 -3.93
O 3.95 -2.68 -3.30
O 2.08 -1.90 -4.01
H 4.40 -1.14 -5.51
H 4.78 -0.37 -3.91
H 3.27 0.02 -4.75
C -5.06 -1.25 3.68
N -3.67 -0.92 4.11
O -2.75 -1.55 3.62
O -3.54 0.05 4.82
H -5.07 -2.18 3.12
H -5.41 -0.38 3.12
H -5.66 -1.41 4.58
C 3.28 -0.57 2.48
N 3.66 0.15 3.72
O 4.33 1.14 3.57
O 3.18 -0.24 4.77
H 4.24 -0.89 2.05
H 2.80 0.11 1.77
H 2.69 -1.44 2.71
C 0.69 -2.14 4.66
N -0.02 -1.68 5.88
O 0.17 -2.32 6.89
O -0.65 -0.65 5.85
H 0.29 -3.16 4.58
H 1.76 -2.19 4.80
H 0.38 -1.52 3.83
O 2.24 5.39 -1.11
S 3.62 5.02 -1.23
O 4.59 5.69 -0.40
O 3.81 3.44 -0.92
C 2.65 2.66 -0.72
C 3.08 1.19 -0.65
C 4.17 5.08 -2.95
H 1.94 2.76 -1.55
H 2.16 2.83 0.24
H 3.82 0.97 -1.43
H 2.24 0.51 -0.79
H 3.62 1.09 0.30
H 3.40 4.68 -3.61
H 5.07 4.46 -3.01
H 4.42 6.10 -3.21
O 1.62 1.29 -3.31
S 0.58 2.03 -3.99
O 0.41 3.46 -3.80
O 0.73 1.71 -5.60
C -0.04 2.53 -6.48
C 0.63 2.50 -7.83
C -1.03 1.27 -3.70
H -0.07 3.57 -6.16
H -1.05 2.10 -6.53
H 0.64 1.51 -8.30
H 1.67 2.80 -7.70
H 0.13 3.16 -8.54
H -1.68 1.60 -4.49
H -1.25 1.54 -2.67
H -0.86 0.19 -3.66
O -4.97 -5.25 -0.85
S -4.09 -4.32 -0.19
O -4.66 -3.24 0.61
O -3.09 -5.19 0.73
C -2.40 -4.51 1.78
C -1.44 -3.41 1.33
C -2.93 -3.65 -1.45
H -1.85 -5.30 2.29
H -3.10 -4.10 2.51
H -0.75 -3.15 2.13
H -2.01 -2.51 1.10
H -0.98 -3.80 0.43
H -2.66 -2.62 -1.22
H -3.45 -3.66 -2.41
H -2.08 -4.32 -1.50
O 0.15 1.02 -0.74
S -0.50 -0.09 -0.12
O -1.62 -0.72 -0.80
O 0.61 -1.24 0.16
C 1.14 -1.85 -1.03
C 1.95 -3.03 -0.52
C -0.85 0.25 1.61
H 1.76 -1.13 -1.57
H 0.32 -2.15 -1.69
H 1.32 -3.67 0.10
H 2.75 -2.71 0.15
H 2.42 -3.54 -1.36
H -0.29 1.10 2.00
H -0.59 -0.65 2.17
H -1.91 0.47 1.73
O -0.50 3.23 1.66
S -0.79 4.49 1.03
O -2.06 5.13 1.25
O 0.41 5.47 1.40
C 0.28 6.86 1.14
C 1.67 7.50 1.21
C -0.52 4.36 -0.76
H -0.38 7.34 1.86
H -0.07 7.05 0.12
H 2.19 7.07 2.07
H 1.56 8.57 1.33
H 2.28 7.37 0.32
H -1.35 3.82 -1.21
H 0.47 3.99 -0.96
H -0.60 5.40 -1.07
O -5.62 1.91 4.42
S -5.11 2.77 3.41
O -3.93 3.58 3.67
O -4.86 1.88 2.07
C -4.05 2.49 1.03
C -4.35 1.77 -0.27
C -6.42 3.79 2.79
H -3.01 2.29 1.30
H -4.28 3.56 0.99
H -5.16 2.19 -0.87
H -4.68 0.76 -0.03
H -3.48 1.67 -0.92
H -6.07 4.56 2.11
H -6.79 4.25 3.71
H -7.24 3.17 2.46
```

Calculated values
E = -6418.34471 hartree
LUMO = -0.470 eV
E_HOMO = -10.28 eV
total charge = 0


Record 4
The following is a quantum chemistry calculation of 12 unconnected molecules or ions with the total composition C26H73FNO13, from OMol25.

Structure (XYZ):
```
114
Properties=species:S:1:pos:R:3
C -2.11 0.99 5.66
C -2.62 1.01 4.23
O -1.61 0.51 3.37
C -1.97 0.53 2.01
C -0.85 1.06 1.10
C 0.34 0.09 1.10
F 0.70 -0.25 2.42
C 1.63 0.57 0.43
C 2.50 -0.59 -0.05
C -1.35 1.03 -0.36
C -2.39 2.11 -0.79
C -2.17 2.50 -2.27
C -3.82 1.57 -0.68
N -2.24 3.31 0.10
O -3.21 3.58 0.89
C -0.88 3.63 0.63
C 0.11 3.84 -0.52
C -0.97 4.94 1.40
C -0.49 2.48 1.58
H -1.02 0.98 5.64
H -2.43 1.88 6.21
H -2.44 0.11 6.21
H -3.52 0.39 4.12
H -2.90 2.02 3.90
H -2.85 1.17 1.88
H -2.25 -0.49 1.68
H 0.00 -0.84 0.62
H 2.16 1.16 1.18
H 1.42 1.25 -0.41
H 2.81 -1.21 0.79
H 1.95 -1.22 -0.76
H 3.40 -0.23 -0.55
H -1.80 0.06 -0.60
H -0.48 1.10 -1.02
H -1.56 3.39 -2.39
H -3.14 2.68 -2.75
H -1.70 1.67 -2.80
H -4.54 2.39 -0.73
H -3.99 0.90 -1.53
H -4.00 1.00 0.23
H 0.26 2.96 -1.14
H -0.22 4.65 -1.17
H 1.08 4.11 -0.09
H -1.49 4.81 2.35
H -1.52 5.69 0.82
H 0.03 5.33 1.59
H 0.58 2.58 1.81
H -1.02 2.66 2.52
C -1.92 -1.66 -2.93
O -1.58 -2.05 -1.60
H -1.21 -0.88 -3.21
H -1.80 -2.49 -3.64
H -2.93 -1.26 -3.01
H -2.17 -2.75 -1.30
C 3.55 -3.10 3.40
O 3.14 -1.74 3.37
H 4.63 -3.11 3.43
H 3.17 -3.61 4.29
H 3.22 -3.65 2.52
H 2.18 -1.69 3.33
C -3.62 0.29 9.56
O -2.36 0.62 8.97
H -4.33 0.21 8.74
H -3.59 -0.66 10.08
H -3.96 1.07 10.24
H -1.71 0.70 9.67
C 1.61 -1.18 -4.06
O 0.49 -1.05 -4.94
H 1.23 -1.49 -3.09
H 2.32 -1.93 -4.42
H 2.13 -0.23 -3.95
H 0.82 -0.74 -5.79
C -4.03 -0.90 -6.18
O -4.25 -0.04 -5.06
H -3.04 -0.66 -6.56
H -4.04 -1.95 -5.89
H -4.76 -0.73 -6.97
H -5.12 -0.23 -4.70
C 1.94 2.53 -5.53
O 2.44 1.53 -6.41
H 0.88 2.63 -5.73
H 2.07 2.26 -4.48
H 2.42 3.50 -5.71
H 3.38 1.43 -6.25
C 6.20 -2.34 6.26
O 5.31 -3.21 6.92
H 7.19 -2.78 6.34
H 5.96 -2.24 5.20
H 6.22 -1.34 6.71
H 4.42 -2.84 6.86
C 3.40 -6.09 0.94
O 3.92 -6.23 2.25
H 3.99 -5.33 0.44
H 3.48 -7.02 0.37
H 2.35 -5.77 0.94
H 3.41 -6.90 2.72
C 6.36 -1.01 1.52
O 5.58 0.08 1.08
H 7.33 -0.92 1.04
H 6.51 -1.01 2.61
H 5.92 -1.97 1.23
H 4.71 0.01 1.50
C -4.35 4.02 -5.40
O -4.82 2.95 -4.62
H -4.72 4.94 -4.95
H -3.25 4.06 -5.42
H -4.72 3.98 -6.43
H -4.50 2.11 -4.98
C -0.10 -4.67 -5.73
O -0.40 -3.60 -6.61
H -0.65 -5.54 -6.09
H 0.97 -4.92 -5.73
H -0.41 -4.46 -4.71
H 0.07 -2.82 -6.29
```

Calculated values
E = -2166.90386 hartree
LUMO (spin up / spin down) = 0.312 / 0.312 eV
multiplicity = 2
E_HOMO (spin up / spin down) = -7.68 / -9.12 eV
total charge = 0


Copy entry 1 word for word.
The following is a quantum chemistry calculation of 8 unconnected molecules or ions with the total composition C26H72N4O8 in a non-equilibrium geometry, from OMol25.

Structure (XYZ):
```
110
Properties=species:S:1:pos:R:3
C 4.97 -3.20 -1.46
O 4.51 -2.34 -2.52
C 3.84 -1.19 -1.96
C 3.82 -0.02 -2.94
C 3.19 1.18 -2.21
N 3.10 -0.30 -4.17
H 5.39 -4.14 -1.87
H 4.11 -3.37 -0.77
H 5.80 -2.71 -0.94
H 2.84 -1.45 -1.66
H 4.38 -0.86 -1.07
H 4.85 0.21 -3.20
H 3.84 1.44 -1.38
H 2.20 0.92 -1.80
H 3.04 2.03 -2.88
H 2.11 -0.50 -3.97
H 3.42 -1.17 -4.60
C 0.26 -3.91 0.34
O 0.88 -4.20 -0.91
C -0.03 -4.32 -1.99
C 0.74 -4.62 -3.24
C 1.55 -5.89 -3.05
N 1.62 -3.53 -3.66
H 0.93 -3.16 0.86
H 0.03 -4.80 0.92
H -0.74 -3.45 0.24
H -0.74 -5.13 -1.74
H -0.64 -3.39 -2.07
H -0.01 -4.84 -4.04
H 1.86 -6.23 -4.02
H 0.88 -6.59 -2.56
H 2.42 -5.65 -2.45
H 1.17 -2.64 -3.53
H 2.41 -3.53 -3.03
C -2.79 4.31 0.10
O -1.83 4.33 -0.92
C -0.90 5.40 -0.75
C -0.03 5.49 -1.99
C 0.73 4.19 -2.20
N 0.91 6.58 -1.96
H -3.50 3.51 -0.17
H -3.37 5.26 0.19
H -2.33 4.15 1.06
H -1.42 6.36 -0.56
H -0.26 5.16 0.10
H -0.66 5.66 -2.86
H 1.22 3.81 -1.32
H 1.53 4.40 -2.89
H 0.16 3.38 -2.68
H 0.47 7.48 -1.72
H 1.70 6.41 -1.37
C -4.65 1.82 5.02
O -3.52 1.28 4.37
C -2.34 1.68 5.06
C -1.18 0.92 4.47
C -1.42 -0.56 4.67
N 0.08 1.27 5.14
H -4.66 2.90 4.90
H -4.75 1.57 6.08
H -5.51 1.50 4.49
H -2.21 2.76 4.93
H -2.40 1.47 6.13
H -1.04 1.15 3.40
H -1.74 -0.80 5.69
H -0.53 -1.08 4.35
H -2.26 -0.91 4.04
H 0.09 2.27 5.38
H 0.11 0.82 6.01
C 2.67 1.12 2.47
C 2.72 -0.30 3.00
C 4.01 -1.12 2.60
O 2.61 -0.28 4.44
H 3.46 1.69 2.91
H 1.79 1.61 2.79
H 2.72 1.25 1.38
H 1.87 -0.92 2.61
H 3.85 -2.08 3.13
H 4.91 -0.66 3.00
H 4.05 -1.30 1.51
H 1.88 0.38 4.63
C -2.61 -0.71 -2.71
C -1.43 -0.52 -3.63
C -1.45 0.89 -4.18
O -0.24 -0.83 -2.95
H -3.60 -0.58 -3.21
H -2.51 0.14 -1.99
H -2.56 -1.67 -2.20
H -1.50 -1.27 -4.43
H -2.35 1.17 -4.74
H -0.62 0.95 -4.91
H -1.30 1.56 -3.35
H -0.05 -0.32 -2.13
C -4.01 -2.27 2.05
C -4.55 -1.72 0.69
O -5.07 -0.42 0.80
H -3.70 -3.30 1.83
H -4.80 -2.33 2.83
H -3.26 -1.67 2.54
H -5.28 -2.37 0.24
H -3.75 -1.76 -0.04
H -4.57 -0.01 1.50
C -0.63 -0.34 0.70
C -1.00 1.05 0.30
O -0.30 1.39 -0.87
H -1.19 -0.50 1.59
H 0.43 -0.53 0.87
H -1.07 -1.07 0.03
H -0.67 1.67 1.12
H -2.09 1.08 0.07
H -0.52 2.32 -1.08
```

Calculated values
E = -1854.63887 hartree
LUMO = 0.302 eV
E_HOMO = -8.70 eV
total charge = 0


Which value of total charge does entry 1 give? 0


total charge of number 2 (C26H72N6O7)? 0


What is the E in the third record? -6418.34471 hartree